Entry from the Open Molecules 2025 dataset: a molecular structure, C21H18N2O7Sc at a distorted geometry (ωB97M-V/def2-TZVPD).

```
49
C21H18N2O7Sc ωB97M-V/def2-TZVPD
Sc -0.245 -1.061 0.938
O 0.989 -1.483 4.814
C 0.170 -1.403 3.807
O 0.353 -1.973 2.740
C -1.072 -0.571 4.053
O -1.644 -0.183 2.819
C -1.547 1.221 2.539
C -0.177 1.573 1.863
O 0.129 2.723 1.683
O 0.520 0.529 1.571
H 1.781 -2.029 4.647
H -0.816 0.281 4.695
H -1.798 -1.211 4.579
H -1.675 1.823 3.444
H -2.361 1.465 1.847
C 0.674 -4.357 0.848
O 0.748 -3.040 0.300
C 1.748 -2.813 -0.638
C 2.772 -3.684 -0.963
C 3.683 -3.325 -1.951
C 3.564 -2.124 -2.632
C 2.536 -1.252 -2.333
C 1.634 -1.579 -1.319
N 0.580 -0.785 -0.903
N 0.332 0.307 -1.525
C -0.773 1.004 -1.271
C -1.899 0.428 -0.570
O -1.815 -0.708 0.047
C -3.141 1.116 -0.633
C -3.228 2.373 -1.152
C -2.096 3.040 -1.688
C -2.146 4.389 -2.080
C -1.042 4.994 -2.629
C 0.135 4.269 -2.820
C 0.223 2.962 -2.403
C -0.878 2.331 -1.815
H 0.836 -5.106 0.069
H -0.337 -4.474 1.244
H 1.408 -4.494 1.650
H 2.889 -4.630 -0.461
H 4.494 -3.997 -2.183
H 4.274 -1.867 -3.400
H 2.406 -0.316 -2.854
H -3.998 0.615 -0.204
H -4.176 2.896 -1.140
H -3.062 4.943 -1.939
H -1.075 6.037 -2.901
H 0.980 4.739 -3.296
H 1.144 2.410 -2.494
```

## Properties
* total energy: -60079.85761 eV
* ΔE to the lowest compared entry with this formula, charge and spin: 0.0301 eV
* HOMO-LUMO gap: 6.61 eV
* charge: +1

Atomic partial charges in e from the Löwdin method, atoms 1 to 8: 1.044, 0.219, -0.424, 0.038, -0.055, -0.153, -0.049, -0.574